Computed, not measured: a molecular structure, C12H36Ba2N2O12, with ωB97M-V with the def2-TZVPD basis set.

Last column: Löwdin charge in e.
Element x y z (Å)
Ba  -3.568  -2.807  1.157  2.012
Ba  1.713  -4.448  1.230  2.038
N  -1.501  -4.755  3.002  -0.610
O  -2.672  -4.430  3.270  -0.151
O  -0.891  -4.124  2.075  -0.347
O  -0.917  -5.652  3.574  0.079
N  -0.110  -1.206  0.106  -0.513
O  0.544  -2.027  0.788  -0.209
O  0.457  -0.256  -0.458  0.038
O  -1.364  -1.318  0.075  -0.168
C  -2.288  3.993  -0.397  -0.058
C  -1.977  2.505  -0.549  -0.317
O  -0.869  2.364  -1.448  -0.080
H  -1.714  4.464  0.396  0.079
H  -3.312  3.980  0.008  0.065
H  -2.332  4.564  -1.316  0.087
H  -2.819  1.910  -0.920  0.092
H  -1.682  2.077  0.422  0.104
H  -0.509  1.485  -1.269  0.030
C  5.783  -1.488  1.747  -0.054
C  4.938  -2.766  1.817  -0.269
O  3.541  -2.479  1.521  -0.332
H  5.342  -0.694  2.346  0.073
H  5.843  -1.182  0.701  0.094
H  6.808  -1.675  2.058  0.092
H  4.970  -3.190  2.818  0.115
H  5.336  -3.383  1.009  0.112
H  3.479  -1.526  1.285  0.051
C  3.608  1.931  2.824  -0.073
C  2.636  1.582  1.682  -0.275
O  2.875  0.234  1.286  -0.115
H  4.647  1.868  2.506  0.074
H  3.421  1.359  3.731  0.076
H  3.399  2.970  3.093  0.082
H  2.787  2.249  0.834  0.101
H  1.660  1.717  2.158  0.115
H  2.148  -0.030  0.698  0.042
C  2.393  2.826  -3.198  -0.075
C  2.740  1.949  -2.018  -0.318
O  2.706  0.555  -2.329  -0.086
H  1.538  2.429  -3.739  0.077
H  3.280  3.014  -3.804  0.078
H  2.093  3.818  -2.846  0.081
H  1.949  2.044  -1.259  0.079
H  3.652  2.291  -1.525  0.115
H  1.894  0.105  -2.101  0.036
C  -5.770  1.386  0.265  -0.058
C  -5.036  0.503  1.246  -0.304
O  -3.853  -0.166  0.802  -0.308
H  -6.153  0.846  -0.605  0.088
H  -5.179  2.216  -0.120  0.071
H  -6.628  1.775  0.815  0.097
H  -5.764  -0.197  1.676  0.111
H  -4.748  1.187  2.054  0.131
H  -3.100  0.401  1.020  0.070
C  -2.514  -1.099  -2.921  -0.064
C  -2.427  -2.610  -3.019  -0.319
O  -3.575  -3.189  -3.640  -0.074
H  -3.461  -0.804  -2.455  0.078
H  -2.385  -0.661  -3.906  0.094
H  -1.810  -0.657  -2.217  0.043
H  -2.370  -3.118  -2.034  0.071
H  -1.565  -2.932  -3.610  0.120
H  -3.319  -3.729  -4.389  0.088

Computed properties:
HOMO-LUMO gap, Eh: 0.265
Molar mass, g/mol: 675.1
HOMO energy, Ha: -0.5048
Charge: +2
Strongest force on any atom, Eh/bohr: 0.045
Energy above the lowest of the compared OMol25 structures with the same formula, charge and spin, eV: 0.5759

Computed, not measured: 4 unconnected molecules or ions with the total composition C27H39F24N2O4P, with ωB97M-V with the def2-TZVPD basis set.

Last column: Löwdin charge in e.
Element x y z (Å)
F  0.193  0.718  0.348  0.089
C  -0.267  -0.545  0.381  -0.293
F  -0.085  -1.047  -0.870  0.075
C  -1.744  -0.625  0.771  -0.426
F  -2.523  -0.010  -0.151  0.125
F  -2.100  -1.944  0.744  0.104
C  -2.114  -0.095  2.174  -0.041
O  -2.640  1.238  2.250  0.031
C  -1.727  2.310  2.313  -0.503
F  -0.484  1.837  2.515  0.141
F  -2.046  3.003  3.430  0.147
C  -1.825  3.239  1.100  -0.287
F  -1.587  2.581  -0.055  0.098
F  -0.906  4.234  1.178  0.096
H  0.355  -1.125  1.067  0.175
H  -2.939  -0.721  2.523  0.146
H  -1.318  -0.258  2.903  0.123
H  -2.812  3.688  1.032  0.148
F  -0.118  -1.614  6.460  0.102
C  -0.549  -2.434  5.487  -0.296
F  -0.200  -1.844  4.312  0.080
C  -2.061  -2.663  5.531  -0.433
F  -2.732  -1.507  5.312  0.126
F  -2.376  -3.483  4.486  0.103
C  -2.619  -3.333  6.805  -0.039
O  -3.188  -2.477  7.806  0.035
C  -2.320  -1.892  8.751  -0.511
F  -1.099  -2.448  8.654  0.140
F  -2.796  -2.253  9.964  0.146
C  -2.293  -0.364  8.657  -0.280
F  -1.894  0.054  7.438  0.098
F  -1.422  0.155  9.554  0.101
H  -0.003  -3.378  5.561  0.176
H  -3.465  -3.941  6.474  0.149
H  -1.918  -4.050  7.239  0.145
H  -3.283  0.055  8.849  0.177
F  -6.526  2.624  0.416  0.104
C  -5.465  2.845  -0.379  -0.280
F  -4.366  2.734  0.413  0.070
C  -5.499  4.224  -1.040  -0.431
F  -5.429  5.208  -0.112  0.129
F  -4.368  4.339  -1.795  0.107
C  -6.691  4.508  -1.982  -0.039
O  -7.795  5.251  -1.445  0.034
C  -8.793  4.546  -0.744  -0.512
F  -8.616  3.223  -0.906  0.140
F  -9.959  4.841  -1.361  0.145
C  -8.884  4.963  0.727  -0.281
F  -7.720  4.758  1.377  0.098
F  -9.827  4.237  1.373  0.099
H  -5.419  2.049  -1.127  0.180
H  -6.299  5.159  -2.768  0.149
H  -7.026  3.611  -2.508  0.145
H  -9.137  6.022  0.816  0.176
C  4.955  -5.412  -3.929  -0.009
C  4.705  -4.000  -4.658  -0.456
O  5.268  -2.996  -4.205  0.017
N  3.848  -4.049  -5.842  -0.143
C  4.715  -4.560  -6.952  -0.083
C  3.211  -2.740  -6.151  -0.198
C  1.754  -2.663  -5.486  -0.183
C  1.768  -2.311  -3.925  -0.269
C  1.875  -0.737  -3.623  -0.405
P  3.611  -0.235  -2.981  0.889
C  3.400  0.451  -1.226  -0.420
C  3.903  1.953  -1.042  -0.271
C  5.477  2.144  -1.169  -0.236
C  6.331  1.260  -0.133  -0.205
C  7.253  0.279  -1.034  -0.267
N  8.356  1.141  -1.596  -0.041
H  5.463  -6.094  -4.681  0.076
H  5.529  -5.270  -2.970  0.084
H  3.918  -5.841  -3.751  0.084
H  4.363  -5.616  -7.216  0.095
H  5.802  -4.618  -6.611  0.098
H  4.698  -3.933  -7.891  0.090
H  3.030  -2.720  -7.282  0.117
H  3.844  -1.829  -5.920  0.121
H  1.170  -1.858  -6.030  0.105
H  1.283  -3.699  -5.604  0.113
H  2.540  -2.921  -3.338  0.094
H  0.755  -2.657  -3.512  0.100
H  1.122  -0.504  -2.795  0.049
H  1.578  -0.095  -4.524  0.078
H  4.048  0.774  -3.902  -0.068
H  2.271  0.467  -1.029  0.049
H  3.854  -0.269  -0.467  0.072
H  3.397  2.690  -1.743  0.108
H  3.615  2.261  0.024  0.111
H  5.689  3.237  -0.888  0.108
H  5.892  2.008  -2.213  0.098
H  7.018  1.895  0.528  0.103
H  5.673  0.678  0.597  0.098
H  6.564  -0.061  -1.884  0.087
H  7.657  -0.602  -0.450  0.107
H  9.237  0.760  -1.232  0.056
H  8.287  2.090  -1.206  0.050

Computed properties:
HOMO-LUMO gap, Eh: 0.291
Molar mass, g/mol: 942.5
HOMO energy, Ha: -0.2735
Charge: 0
Strongest force on any atom, Eh/bohr: 0.060
SMILES string: FC(F)C(F)(F)COC(F)(F)C(F)F.FC(F)C(F)(F)COC(F)(F)C(F)F.FC(F)C(F)(F)COC(F)(F)C(F)F.CC(=O)N(C)CCCCPCCCCCN

Computed, not measured: a molecular structure, C11H17N4NaO5S, with ωB97M-V with the def2-TZVPD basis set.

Last column: Löwdin charge in e.
Element x y z (Å)
Na  -0.387  -0.830  -1.471  0.309
O  1.842  1.865  -0.771  -0.095
C  1.059  2.494  0.215  -0.267
C  -0.249  3.024  -0.346  -0.185
N  -1.180  1.942  -0.628  -0.171
C  -1.801  2.064  -1.932  -0.119
C  -0.810  1.805  -3.094  -0.675
O  -1.057  2.353  -4.176  -0.042
O  0.146  1.013  -2.831  -0.095
C  -2.128  1.729  0.446  -0.127
C  -2.851  0.362  0.418  -0.697
O  -3.923  0.307  1.046  -0.053
O  -2.268  -0.577  -0.189  -0.100
H  1.245  1.494  -1.463  0.047
H  0.834  1.802  1.042  0.107
H  1.651  3.320  0.629  0.105
H  -0.693  3.759  0.348  0.113
H  -0.018  3.558  -1.272  0.129
H  -2.584  1.305  -2.008  0.125
H  -2.278  3.045  -2.087  0.117
H  -1.581  1.752  1.395  0.119
H  -2.890  2.524  0.499  0.115
S  0.390  -3.627  -1.619  0.436
C  1.604  -2.991  -0.569  -0.848
C  2.574  -3.828  0.040  -0.150
C  3.532  -3.289  0.863  -0.127
C  3.549  -1.912  1.096  -0.115
C  2.571  -1.155  0.479  -0.158
N  1.627  -1.663  -0.314  0.008
H  2.533  -4.889  -0.164  0.076
H  4.271  -3.934  1.329  0.086
H  4.289  -1.445  1.733  0.077
H  2.537  -0.078  0.600  0.087
N  -2.244  -2.225  2.361  -0.087
N  -0.872  -1.769  2.360  -0.082
H  -2.616  -2.092  1.421  0.033
H  -2.755  -1.553  2.920  0.035
H  -0.763  -1.094  1.605  0.028
H  -0.307  -2.565  2.089  0.040

Computed properties:
HOMO-LUMO gap, Eh: 0.216
Molar mass, g/mol: 340.3
HOMO energy, Ha: -0.0613
Charge: -2
Strongest force on any atom, Eh/bohr: 0.003
Energy above the lowest of the compared OMol25 structures with the same formula, charge and spin, eV: 0.0000

Computed, not measured: a molecular structure, C8H22ClIrReSi, with ωB97M-V with the def2-TZVPD basis set.

Last column: Löwdin charge in e.
Element x y z (Å)
Ir  -0.043  -0.140  -1.356  0.827
Cl  -0.675  1.690  -2.463  -0.017
C  1.466  -1.474  -1.510  -0.406
H  1.601  -2.293  -0.796  -0.012
H  2.441  -0.995  -1.622  -0.040
H  1.275  -1.958  -2.488  0.003
Re  1.539  1.657  0.170  1.156
C  0.321  3.298  0.355  -0.319
C  2.725  1.941  -1.477  -0.335
C  2.897  2.056  1.554  -0.183
H  3.722  1.490  -1.284  0.017
H  2.437  1.494  -2.458  0.004
H  2.955  3.008  -1.667  0.023
H  0.164  3.535  1.417  0.007
H  0.772  4.226  -0.030  0.020
H  -0.725  3.293  -0.033  0.001
H  3.951  2.085  1.389  -0.032
H  2.385  2.204  2.508  -0.024
C  -1.533  -3.148  -0.299  -0.194
Si  -1.737  -1.447  0.453  0.310
C  -3.280  -1.430  1.563  -0.190
C  -0.338  -1.092  1.646  -0.220
C  -1.962  -0.237  -0.926  -0.580
H  -1.621  -3.884  0.521  0.035
H  -0.560  -3.273  -0.785  0.007
H  -2.335  -3.339  -1.023  0.037
H  -3.290  -2.334  2.192  0.028
H  -3.301  -0.569  2.235  0.021
H  -4.223  -1.424  0.989  0.033
H  0.559  -0.601  1.251  -0.060
H  -0.731  -0.453  2.444  0.031
H  -0.031  -2.049  2.074  0.040
H  -2.428  -0.604  -1.868  0.014
H  -2.396  0.768  -0.678  -0.001

Computed properties:
HOMO-LUMO gap (spin up / spin down), Eh: 0.207 / 0.226
Spin multiplicity: 8
<S²>: 15.78
Molar mass, g/mol: 560.2
HOMO energy (spin up / spin down), Ha: -0.2220 / -0.3174
Charge: 0
Strongest force on any atom, Eh/bohr: 0.074
Energy above the lowest of the compared OMol25 structures with the same formula, charge and spin, eV: 0.0000

Computed, not measured: 2 unconnected molecules or ions with the total composition C7H10Cl2OSSi, with ωB97M-V with the def2-TZVPD basis set.

Last column: Löwdin charge in e.
Element x y z (Å)
C  3.899  -0.701  2.134  -0.195
C  3.361  -0.626  0.814  -0.232
C  3.095  -0.003  3.039  -0.460
C  2.179  0.071  0.723  -0.649
C  -1.528  1.180  -1.839  -0.102
C  -0.209  1.983  -2.005  -0.293
C  -1.613  -2.490  1.521  -0.484
O  0.847  1.405  -1.270  -0.280
Si  1.051  -0.078  -0.683  0.199
S  1.820  0.769  2.269  0.969
Cl  -2.140  -1.442  2.768  0.518
Cl  1.544  -1.456  -2.153  0.282
H  4.747  -1.424  2.342  0.121
H  3.717  -1.327  0.059  0.092
H  3.446  0.092  4.153  0.113
H  -1.846  1.270  -0.770  0.095
H  -2.271  1.650  -2.398  0.037
H  -1.479  0.216  -2.422  0.091
H  -0.358  3.139  -1.690  0.162
H  0.033  2.091  -2.973  0.059
H  -0.813  -3.085  1.694  -0.048
H  -2.266  -2.828  0.730  0.005

Computed properties:
HOMO-LUMO gap (spin up / spin down), Eh: 0.262 / 0.296
Molar mass, g/mol: 241.2
HOMO energy (spin up / spin down), Ha: -0.2595 / -0.3104
Charge: 0
Strongest force on any atom, Eh/bohr: 0.089
Energy above the lowest of the compared OMol25 structures with the same formula, charge and spin, eV: 4.1971